1.
Formula: C40H120N12O12P4S8
Source: OMol25
Level of theory: the ωB97M-V functional and the def2-TZVPD basis

Results
Frontier orbital gap (eV): 8.073
F_max (eV/A): 4.639
Net charge: 0
Spin multiplicity: 1

Atoms and positions in Å:
O1 -16.4893 23.1746 0.3221
P1 -17.0914 22.8578 -0.9911
N1 -18.8364 22.5747 -0.9427
C1 -19.5645 22.3729 -2.1799
C2 -19.5615 22.3456 0.3064
N2 -16.4541 21.5113 -1.8190
C3 -17.0838 20.1944 -1.6160
C4 -15.0569 21.3510 -2.0090
N3 -16.8141 24.0468 -2.1942
C5 -17.8067 25.0648 -2.6353
C6 -15.5151 24.5798 -2.4127
H1 -20.4268 21.7140 -2.0788
H2 -19.0171 22.0175 -3.0529
H3 -19.9750 23.3647 -2.3697
H4 -19.5677 21.2773 0.5227
H5 -20.5412 22.7198 0.0095
H6 -19.0613 22.9659 1.0502
H7 -18.0449 20.0119 -2.0968
H8 -16.4737 19.3317 -1.8837
H9 -17.4258 20.1476 -0.5821
H10 -14.8299 20.8179 -2.9322
H11 -14.4552 22.2595 -2.0352
H12 -14.5958 20.6693 -1.2944
H13 -17.4852 25.8458 -3.3243
H14 -18.6877 24.7666 -3.2035
H15 -18.1582 25.6118 -1.7605
H16 -15.1542 24.2658 -3.3921
H17 -14.8772 24.4509 -1.5382
H18 -15.5703 25.6644 -2.5055
O2 -23.3892 18.1435 -4.6378
P2 -23.5026 19.5819 -4.8891
N4 -24.8843 19.9873 -5.6520
C7 -25.2322 21.2997 -6.1256
C8 -25.6581 18.9260 -6.2132
N5 -22.2613 20.2029 -5.9909
C9 -21.0020 20.7544 -5.4764
C10 -22.3150 19.7833 -7.4158
N6 -23.4093 20.6799 -3.4513
C11 -23.4087 22.1086 -3.4018
C12 -24.0448 20.1460 -2.2389
H19 -24.3420 21.8962 -5.9256
H20 -26.1013 21.7455 -5.6418
H21 -25.4095 21.2207 -7.1981
H22 -26.7023 19.2149 -6.3327
H23 -25.7507 17.9842 -5.6724
H24 -25.2128 18.7018 -7.1825
H25 -20.6260 21.3464 -6.3108
H26 -21.1972 21.6143 -4.8356
H27 -20.4799 19.9335 -4.9848
H28 -21.6314 18.9795 -7.6892
H29 -23.1838 19.1333 -7.5203
H30 -22.4285 20.6146 -8.1115
H31 -24.4346 22.4767 -3.3888
H32 -22.7580 22.4694 -2.6053
H33 -23.0021 22.5136 -4.3285
H34 -24.0743 19.0607 -2.3356
H35 -25.0331 20.5896 -2.1187
H36 -23.3309 20.2933 -1.4284
O3 -13.5965 24.8532 -5.4564
P3 -13.1211 26.2279 -5.5551
N7 -12.6034 26.6559 -7.1391
C13 -12.5124 28.0745 -7.5478
C14 -12.5184 25.6476 -8.2087
N8 -11.8898 26.7003 -4.4580
C15 -11.6185 25.7954 -3.3264
C16 -11.0571 27.8969 -4.4425
N9 -14.4928 27.4166 -5.2968
C17 -14.3277 28.5433 -4.3625
C18 -15.7685 27.2858 -6.0355
H37 -13.3870 28.2630 -8.1704
H38 -11.6308 28.2034 -8.1758
H39 -12.4908 28.7965 -6.7315
H40 -12.0108 24.7615 -7.8275
H41 -11.8436 26.0866 -8.9435
H42 -13.4634 25.2139 -8.5357
H43 -12.0353 24.8007 -3.4845
H44 -10.5721 25.6832 -3.0428
H45 -12.0319 26.2229 -2.4129
H46 -11.2831 28.5521 -5.2839
H47 -11.3616 28.4956 -3.5840
H48 -9.9972 27.6760 -4.3169
H49 -13.8090 28.0885 -3.5185
H50 -13.6229 29.2620 -4.7806
H51 -15.2064 29.0684 -3.9879
H52 -16.5298 26.7590 -5.4602
H53 -15.7289 26.6689 -6.9333
H54 -16.1371 28.2944 -6.2223
O4 -18.2617 21.8626 -8.5779
P4 -16.8738 21.4729 -8.2434
N10 -15.7687 22.6612 -8.4124
C19 -15.9612 23.9501 -7.7436
C20 -14.9157 22.8406 -9.6220
N11 -16.2526 20.1833 -9.1266
C21 -14.9023 19.6751 -9.0648
C22 -17.2192 19.4480 -9.9818
N12 -16.5892 20.8980 -6.6680
C23 -17.6027 20.0453 -5.8999
C24 -15.5241 21.3939 -5.8240
H55 -14.9976 24.4000 -7.5046
H56 -16.3999 23.8194 -6.7543
H57 -16.3163 24.6339 -8.5146
H58 -14.0052 23.3802 -9.3613
H59 -15.5381 23.4544 -10.2732
H60 -14.8169 21.9267 -10.2078
H61 -14.3213 20.0807 -9.8931
H62 -14.3420 19.8923 -8.1554
H63 -14.9212 18.5977 -9.2286
H64 -18.2468 19.7987 -10.0777
H65 -16.7568 19.3626 -10.9652
H66 -17.3664 18.4826 -9.4976
H67 -17.7018 20.4486 -4.8921
H68 -18.5609 20.0443 -6.4195
H69 -17.2703 19.0074 -5.8819
H70 -14.9163 22.1000 -6.3898
H71 -14.9910 20.4652 -5.6203
H72 -15.9917 21.8822 -4.9690
C25 -11.1333 20.8553 -3.0597
S1 -10.2525 21.8952 -1.8081
O5 -11.0604 21.5795 -0.5672
C26 -8.8994 20.6762 -1.5013
H73 -12.1059 21.2365 -3.3709
H74 -11.3019 19.8429 -2.6928
H75 -10.4331 20.5822 -3.8491
H76 -9.2150 19.6335 -1.4668
H77 -8.5002 20.9489 -0.5243
H78 -8.1047 20.7775 -2.2404
C27 -19.5789 28.4508 2.2257
S2 -17.9423 27.6327 1.9525
O6 -17.3742 27.3996 3.3427
C28 -18.7437 26.0244 1.3228
H79 -20.1775 28.0022 3.0185
H80 -20.0090 28.6536 1.2449
H81 -19.3956 29.4452 2.6328
H82 -18.0285 25.2190 1.1559
H83 -19.6559 26.1015 0.7312
H84 -19.1602 25.6635 2.2632
C29 -17.0158 20.5667 3.1259
S3 -18.6485 20.9862 3.8906
O7 -19.9141 20.2803 3.2961
C30 -18.3557 20.3086 5.5345
H85 -16.1540 21.0236 3.6123
H86 -16.9229 20.8493 2.0773
H87 -16.8023 19.4979 3.1076
H88 -19.0338 20.6892 6.2984
H89 -17.3332 20.4247 5.8938
H90 -18.6045 19.2482 5.4932
C31 -13.7146 15.7890 -0.1542
S4 -14.0087 17.6209 -0.4613
O8 -14.4885 17.8287 -1.9002
C32 -15.3175 18.0096 0.7850
H91 -13.7420 15.7857 0.9355
H92 -12.7014 15.5132 -0.4465
H93 -14.4515 15.1329 -0.6175
H94 -15.2367 17.4614 1.7236
H95 -16.2299 17.6759 0.2906
H96 -15.3193 19.0935 0.8996
C33 -13.3035 21.2125 1.4655
S5 -12.3067 21.2158 2.9922
O9 -13.1010 20.6785 4.1472
C34 -11.1498 19.8995 2.5040
H97 -14.2526 21.6713 1.7429
H98 -13.5578 20.2468 1.0286
H99 -12.7815 21.9285 0.8307
H100 -10.9072 20.0565 1.4530
H101 -11.5581 18.9223 2.7619
H102 -10.2881 19.8540 3.1699
C35 -20.8523 29.6099 -5.9362
S6 -18.9815 29.5314 -6.1056
O10 -18.4297 30.9174 -6.3685
C36 -18.5466 29.1138 -4.3402
H103 -21.4410 29.1015 -6.6997
H104 -21.1736 30.6478 -6.0234
H105 -21.0759 29.2557 -4.9299
H106 -19.0378 29.8152 -3.6657
H107 -17.4788 29.2341 -4.1572
H108 -18.8888 28.1246 -4.0363
C37 -21.5217 26.1267 -1.8954
S7 -20.9446 27.8376 -1.3029
O11 -20.8170 28.7886 -2.5065
C38 -22.3714 28.4803 -0.2509
H109 -21.0322 25.5601 -2.6876
H110 -22.5946 26.2271 -2.0591
H111 -21.6410 25.6022 -0.9474
H112 -23.2960 28.1007 -0.6856
H113 -22.4767 29.5583 -0.1287
H114 -22.2119 28.1090 0.7615
C39 -14.0338 26.0489 1.0209
S8 -13.1560 27.4575 1.8511
O12 -12.7597 26.8543 3.2349
C40 -11.5624 27.5587 0.9680
H115 -14.3019 26.2514 -0.0160
H116 -14.9070 25.6589 1.5439
H117 -13.3945 25.1668 1.0570
H118 -10.8604 28.0457 1.6448
H119 -11.5127 28.1471 0.0518
H120 -11.2902 26.5302 0.7311

These are the Mulliken partial charges, in e, on atoms 1 to 4: -0.9654 -0.4366 1.0287 -1.1866

2.
Formula: C40H120O20
Source: OMol25
Level of theory: the ωB97M-V functional and the def2-TZVPD basis

Results
Frontier orbital gap (eV): 9.916
F_max (eV/A): 4.029
Net charge: 0
Spin multiplicity: 1

Atoms and positions in Å:
C1 7.1055 5.0086 -0.1695
C2 6.4910 3.5997 -0.0558
O1 5.0803 3.7352 -0.0817
H1 6.7498 5.6307 -0.9908
H2 8.1937 4.9482 -0.1508
H3 6.9834 5.5878 0.7458
H4 6.8789 3.0533 0.8039
H5 6.6993 3.0811 -0.9917
H6 4.7345 2.8620 -0.2809
C3 1.9837 -4.7233 1.8760
C4 2.2561 -4.0694 3.2514
O2 1.3363 -2.9599 3.3054
H7 1.8520 -3.9281 1.1422
H8 1.0899 -5.3399 1.7815
H9 2.7665 -5.3315 1.4229
H10 3.3104 -3.8189 3.3688
H11 2.1271 -4.7515 4.0918
H12 0.4605 -3.3133 3.4777
C5 4.3639 -0.9450 3.3862
C6 5.5062 -0.3269 2.5848
O3 5.2185 -0.5709 1.2250
H13 4.4628 -0.7575 4.4554
H14 4.3410 -2.0345 3.3629
H15 3.4591 -0.6825 2.8380
H16 6.4487 -0.8395 2.7771
H17 5.5503 0.7601 2.6528
H18 5.2727 -1.5252 1.1348
C7 0.7446 -1.1445 0.6104
C8 -0.2237 -0.0642 0.1618
O4 -1.1699 -0.6705 -0.6247
H19 1.4354 -0.7851 1.3731
H20 1.3704 -1.5273 -0.1958
H21 0.2786 -2.0334 1.0357
H22 0.1934 0.8204 -0.3196
H23 -0.6876 0.4361 1.0119
H24 -1.9071 -0.0569 -0.6644
C9 -2.1224 5.2110 4.7778
C10 -2.3324 5.5426 3.3473
O5 -3.6716 5.8216 3.3525
H25 -2.3773 6.1173 5.3272
H26 -1.0603 5.0655 4.9751
H27 -2.6403 4.2888 5.0412
H28 -2.2020 4.7013 2.6666
H29 -1.7781 6.4471 3.0967
H30 -3.9137 6.7331 3.5316
C11 -4.7599 0.7298 -0.5061
C12 -3.8526 1.9243 -0.2409
O6 -2.6973 2.0562 -1.1035
H31 -5.2006 0.6542 -1.5002
H32 -5.6325 0.8176 0.1411
H33 -4.3056 -0.2209 -0.2270
H34 -3.4826 1.8617 0.7825
H35 -4.4826 2.8072 -0.3490
H36 -2.1800 2.8604 -1.0179
C13 6.5073 -4.7130 -1.0760
C14 5.1861 -4.1409 -0.4207
O7 5.4224 -3.2478 0.6856
H37 6.4093 -5.1855 -2.0533
H38 7.0178 -5.3835 -0.3847
H39 7.1344 -3.8216 -1.0956
H40 4.6689 -5.0815 -0.2314
H41 4.7200 -3.4621 -1.1348
H42 5.3779 -3.7895 1.4769
C15 -3.0617 1.2415 3.9008
C16 -3.2119 -0.1453 3.2305
O8 -3.3851 -1.2707 4.0764
H43 -2.6559 2.0183 3.2528
H44 -2.5317 1.1120 4.8444
H45 -4.0569 1.5741 4.1960
H46 -2.4229 -0.3932 2.5205
H47 -4.0925 -0.0906 2.5904
H48 -2.5070 -1.6000 4.2818
C17 0.8049 1.4606 5.4603
C18 1.1094 -0.0399 5.5577
O9 -0.0252 -0.8506 5.5193
H49 1.7381 2.0115 5.3427
H50 0.1662 1.7927 6.2788
H51 0.3364 1.6405 4.4928
H52 1.5815 -0.2808 6.5101
H53 1.7083 -0.3565 4.7037
H54 0.1025 -1.6810 5.0548
C19 -1.8214 6.3021 -0.1432
C20 -1.3734 5.7403 -1.3980
O10 -0.9747 4.3895 -1.1645
H55 -1.1457 6.0671 0.6792
H56 -2.7904 5.9118 0.1678
H57 -1.9442 7.3793 -0.0307
H58 -0.5133 6.2932 -1.7756
H59 -2.1327 5.8032 -2.1775
H60 -0.2451 4.3651 -0.5410
C21 0.8018 4.3919 2.5797
C22 1.8313 4.4639 1.4676
O11 1.4323 5.4619 0.5308
H61 1.3133 3.7968 3.3362
H62 -0.0697 3.8685 2.1864
H63 0.4443 5.3641 2.9190
H64 1.8431 3.4709 1.0183
H65 2.7638 4.7465 1.9562
H66 2.1537 5.7565 -0.0299
C23 -4.4952 1.8160 -5.4970
C24 -4.1040 1.8448 -4.0495
O12 -2.7209 2.1548 -4.0003
H67 -5.5810 1.7596 -5.5737
H68 -4.1606 0.8445 -5.8608
H69 -4.0570 2.6185 -6.0903
H70 -4.3688 0.8852 -3.6054
H71 -4.6167 2.6629 -3.5437
H72 -2.4308 2.1753 -3.0855
C25 -3.0257 -3.9911 2.4473
C26 -2.0409 -4.5382 3.4921
O13 -1.3585 -3.5047 4.1862
H73 -3.5574 -4.8124 1.9668
H74 -2.5344 -3.5979 1.5572
H75 -3.7782 -3.2961 2.8199
H76 -1.3844 -5.3009 3.0732
H77 -2.6746 -5.0873 4.1886
H78 -1.1622 -3.7949 5.0800
C27 2.1983 5.5504 -3.1070
C28 3.6974 5.5460 -3.0364
O14 4.1955 5.9557 -1.7929
H79 1.6369 6.4574 -2.8828
H80 1.7238 4.7155 -2.5915
H81 2.0800 5.4395 -4.1849
H82 4.1129 6.0557 -3.9057
H83 4.1444 4.5856 -3.2933
H84 4.4194 5.1729 -1.2843
C29 1.8994 0.3626 -4.1660
C30 0.5266 -0.1392 -3.6222
O15 0.5807 -1.4631 -3.1853
H85 2.6592 0.2314 -3.3956
H86 1.8606 1.4246 -4.4083
H87 2.2807 -0.2255 -5.0008
H88 -0.1794 -0.2557 -4.4444
H89 0.1441 0.4399 -2.7816
H90 -0.2219 -1.4877 -2.6592
C31 2.6883 2.2695 -1.5819
C32 3.1432 1.1014 -0.7310
O16 4.5490 0.9108 -0.9820
H91 2.9098 3.1831 -1.0302
H92 1.6074 2.3016 -1.7181
H93 3.2183 2.1566 -2.5276
H94 2.8145 0.1081 -1.0370
H95 2.8749 1.2564 0.3140
H96 5.0380 0.4315 -0.3091
C33 -2.1009 -7.1267 0.7173
C34 -2.8807 -7.3412 -0.5739
O17 -1.9700 -7.3565 -1.7231
H97 -1.7756 -6.1091 0.9333
H98 -1.2539 -7.8124 0.7381
H99 -2.6561 -7.3884 1.6180
H100 -3.5452 -6.4851 -0.6907
H101 -3.5047 -8.2313 -0.6540
H102 -1.9995 -6.5835 -2.2916
C35 -2.2204 -1.7309 -5.7722
C36 -3.3029 -2.5287 -6.4895
O18 -2.8344 -3.6449 -7.1482
H103 -2.4774 -0.7238 -5.4438
H104 -1.3466 -1.5635 -6.4018
H105 -1.9174 -2.1470 -4.8114
H106 -3.8108 -1.9202 -7.2377
H107 -3.8659 -3.0117 -5.6908
H108 -2.3932 -4.0913 -6.4217
C37 -0.4469 -4.0533 -1.3035
C38 0.2793 -4.9687 -2.2355
O19 -0.0016 -4.5555 -3.4805
H109 -0.2200 -4.4216 -0.3030
H110 -1.5328 -4.1408 -1.2681
H111 -0.1563 -3.0036 -1.3456
H112 -0.1471 -5.9667 -2.1336
H113 1.3536 -4.9953 -2.0531
H114 0.2791 -3.6522 -3.6447
C39 -6.1917 -2.4095 -1.9976
C40 -5.8110 -3.3240 -0.7869
O20 -6.7987 -4.3555 -0.6308
H115 -5.3506 -1.7281 -2.1251
H116 -6.9733 -1.7389 -1.6406
H117 -6.4394 -2.9006 -2.9387
H118 -5.7021 -2.7477 0.1319
H119 -4.8513 -3.8317 -0.8830
H120 -7.6622 -3.9655 -0.7854

These are the Mulliken partial charges, in e, on atoms 1 to 4: -1.3405 -0.2686 -0.5354 0.3315

Number 1: molecular weight 1341.9 g/mol. Number 2: molecular weight 921.4 g/mol.